(1)
{
  "formula": "C3H5N5O4",
  "method": "ωB97M-V with the def2-TZVPD basis set",
  "total_energy_ev": -18822.06913,
  "smiles": "CN1NN([N+](=O)[O-])C=C1[N+](=O)[O-]",
  "relative_energy_kj_mol": 213.2,
  "homo_ev": -7.99,
  "molar_mass_da": 175.10,
  "symbols": ["C", "N", "N", "N", "N", "O", "O", "C", "C", "N", "O", "O", "H", "H", "H", "H", "H"],
  "coordinates": [[1.103, 0.702, -0.472], [0.029, -0.205, -0.268], [-1.263, 0.370, 0.037], [-2.114, -0.640, 0.315], [-3.370, -0.533, -0.110], [-4.200, -1.480, -0.056], [-3.632, 0.641, -0.418], [-1.375, -1.846, 0.346], [-0.141, -1.556, -0.153], [1.036, -2.387, -0.194], [0.896, -3.593, -0.172], [2.087, -1.797, -0.045], [0.673, 1.679, -0.550], [1.753, 0.678, 0.450], [1.740, 0.340, -1.378], [-1.689, 1.059, -0.620], [-1.934, -2.785, 0.337]]
}


(2)
{
  "formula": "C5H12NO2S",
  "method": "ωB97M-V with the def2-TZVPD basis set",
  "charge": -1,
  "total_energy_ev": -21799.40521,
  "relative_energy_kj_mol": 193.7,
  "homo_ev": -3.70,
  "molar_mass_da": 150.22,
  "symbols": ["C", "C", "C", "C", "C", "N", "O", "O", "S", "H", "H", "H", "H", "H", "H", "H", "H", "H", "H", "H", "H"],
  "coordinates": [[-1.218, -1.635, 0.535], [-1.193, -0.653, -1.730], [0.856, -1.756, -0.914], [1.057, 0.982, 1.592], [-0.549, -1.272, -0.754], [0.197, 1.075, 0.454], [-0.567, 3.645, 0.111], [1.799, 2.796, -0.498], [0.432, 2.241, -0.568], [-0.690, -1.149, 1.348], [-2.249, -1.295, 0.543], [-1.195, -2.715, 0.696], [-0.705, -0.383, -2.650], [-1.298, 3.196, 0.539], [-2.206, -0.306, -1.612], [0.912, -2.838, -0.787], [1.246, -1.490, -1.893], [1.479, -1.289, -0.159], [1.833, 1.760, 1.583], [0.489, 1.080, 2.534], [1.571, 0.007, 1.631]]
}


(3)
{
  "formula": "C7H7I",
  "method": "ωB97M-V with the def2-TZVPD basis set",
  "total_energy_ev": -15464.65623,
  "relative_energy_kj_mol": 473.4,
  "homo_ev": -9.06,
  "molar_mass_da": 218.04,
  "symbols": ["C", "C", "C", "C", "C", "C", "C", "I", "H", "H", "H", "H", "H", "H", "H"],
  "coordinates": [[2.753, 3.034, -0.485], [2.964, 2.036, 0.163], [0.132, -0.618, 0.348], [1.135, -0.157, 0.774], [-1.854, -0.046, -0.775], [-1.309, -0.721, 0.370], [3.247, 0.874, 0.792], [4.617, -0.519, -0.022], [2.932, 4.049, -0.795], [-2.693, -0.572, -1.348], [-1.050, 0.086, -1.465], [-2.134, 0.960, -0.553], [-1.785, -0.360, 1.357], [-1.392, -1.854, 0.364], [3.270, 0.868, 1.841]]
}


(4)
{
  "formula": "C21H28FN2O",
  "method": "ωB97M-V with the def2-TZVPD basis set",
  "charge": 1,
  "total_energy_ev": -29970.93181,
  "smiles": "CC[N@@H+]1CCC[C@H]1CNCc1ccccc1OCc1ccc(F)cc1",
  "relative_energy_kj_mol": 2.3,
  "homo_ev": -11.45,
  "molar_mass_da": 343.47,
  "symbols": ["C", "C", "N", "C", "C", "C", "C", "C", "N", "C", "C", "C", "C", "C", "C", "C", "O", "C", "C", "C", "C", "C", "F", "C", "C", "H", "H", "H", "H", "H", "H", "H", "H", "H", "H", "H", "H", "H", "H", "H", "H", "H", "H", "H", "H", "H", "H", "H", "H", "H", "H", "H", "H"],
  "coordinates": [[-1.789, -1.366, 4.428], [-1.599, -2.463, 3.394], [-0.890, -1.975, 2.197], [-1.006, -2.881, 1.028], [0.311, -2.729, 0.278], [1.304, -2.550, 1.422], [0.548, -1.634, 2.382], [0.703, -0.121, 2.018], [-0.620, 0.453, 1.773], [-0.846, 0.986, 0.421], [0.064, 2.130, 0.059], [-0.251, 3.427, 0.440], [0.579, 4.484, 0.118], [1.746, 4.245, -0.589], [2.080, 2.959, -0.972], [1.245, 1.895, -0.652], [1.559, 0.583, -0.945], [1.980, 0.280, -2.277], [0.797, 0.305, -3.210], [0.365, 1.507, -3.761], [-0.765, 1.552, -4.556], [-1.458, 0.378, -4.795], [-2.561, 0.413, -5.560], [-1.049, -0.832, -4.263], [0.080, -0.858, -3.466], [-2.389, -0.554, 4.023], [-0.840, -0.966, 4.773], [-2.312, -1.773, 5.288], [-1.040, -3.301, 3.819], [-2.576, -2.830, 3.073], [-1.236, -0.945, 1.957], [-1.881, -2.621, 0.434], [-1.114, -3.907, 1.388], [0.530, -3.598, -0.336], [0.303, -1.844, -0.358], [2.246, -2.115, 1.101], [1.513, -3.510, 1.895], [0.840, -1.806, 3.417], [1.314, -0.029, 1.120], [1.219, 0.398, 2.825], [-0.843, 1.170, 2.454], [-1.888, 1.313, 0.376], [-0.702, 0.172, -0.294], [-1.168, 3.610, 0.982], [0.318, 5.488, 0.413], [2.403, 5.062, -0.842], [3.000, 2.785, -1.508], [2.407, -0.723, -2.210], [2.755, 0.974, -2.612], [0.915, 2.416, -3.570], [-1.107, 2.476, -4.993], [-1.607, -1.729, -4.480], [0.416, -1.797, -3.050]]
}


(5)
{
  "formula": "C20H20CoN3O6S2",
  "method": "ωB97M-V with the def2-TZVPD basis set",
  "charge": -1,
  "multiplicity": 4,
  "s2": 3.760,
  "total_energy_ev": -97120.52832,
  "relative_energy_kj_mol": 19.5,
  "homo_ev": [-5.68, -5.70],
  "molar_mass_da": 521.46,
  "symbols": ["Co", "O", "C", "O", "C", "C", "C", "C", "C", "C", "S", "H", "H", "H", "H", "O", "S", "O", "O", "C", "N", "C", "C", "C", "N", "C", "C", "C", "N", "C", "C", "H", "H", "H", "H", "H", "H", "C", "C", "O", "C", "C", "H", "H", "H", "H", "H", "H", "H", "H", "H", "H"],
  "coordinates": [[0.763, -1.425, 0.796], [0.451, -2.255, 4.727], [0.360, -2.514, 3.534], [0.914, -1.796, 2.630], [-0.398, -3.756, 3.112], [-0.774, -4.604, 4.152], [-1.405, -5.810, 3.930], [-1.695, -6.191, 2.626], [-1.374, -5.350, 1.585], [-0.726, -4.125, 1.798], [-0.453, -3.210, 0.339], [-0.541, -4.271, 5.152], [-1.659, -6.455, 4.759], [-2.173, -7.140, 2.421], [-1.621, -5.621, 0.569], [-2.773, 5.535, -5.444], [-1.549, 5.711, -4.678], [-0.499, 4.753, -4.974], [-1.097, 7.081, -4.515], [-2.123, 5.253, -2.985], [-3.050, 6.008, -2.431], [-3.460, 5.636, -1.226], [-2.956, 4.524, -0.576], [-1.990, 3.778, -1.262], [-1.589, 4.177, -2.478], [-1.359, 2.568, -0.761], [-1.533, 2.051, 0.531], [-0.838, 0.924, 0.909], [0.024, 0.277, 0.107], [0.174, 0.762, -1.140], [-0.487, 1.868, -1.609], [-4.225, 6.256, -0.773], [-3.301, 4.246, 0.407], [-2.179, 2.528, 1.250], [-0.944, 0.523, 1.909], [0.869, 0.234, -1.776], [-0.342, 2.236, -2.613], [3.159, 0.957, 0.788], [3.753, -0.435, 0.617], [2.876, -1.336, -0.049], [3.128, -1.464, -1.439], [2.127, -2.432, -2.041], [3.883, 1.600, 1.280], [2.267, 0.893, 1.412], [2.893, 1.401, -0.170], [3.939, -0.868, 1.605], [4.700, -0.379, 0.064], [4.150, -1.850, -1.579], [3.058, -0.485, -1.936], [2.214, -3.408, -1.570], [2.295, -2.525, -3.111], [1.112, -2.075, -1.873]]
}


(6)
{
  "formula": "C4H10NO",
  "method": "ωB97M-V with the def2-TZVPD basis set",
  "charge": 1,
  "total_energy_ev": -7840.41635,
  "smiles": "C[C@@H]([NH3+])CC=O",
  "relative_energy_kj_mol": 86.9,
  "homo_ev": -13.86,
  "molar_mass_da": 88.13,
  "symbols": ["C", "C", "N", "C", "C", "O", "H", "H", "H", "H", "H", "H", "H", "H", "H", "H"],
  "coordinates": [[-0.824, -1.212, -0.581], [-0.206, -0.197, 0.344], [0.723, -0.927, 1.320], [0.555, 0.926, -0.347], [-0.385, 2.036, -0.787], [-0.169, 3.192, -0.578], [-1.383, -1.973, -0.050], [-0.047, -1.672, -1.198], [-1.353, -0.712, -1.390], [-0.913, 0.282, 1.019], [1.517, -1.328, 0.815], [0.243, -1.702, 1.780], [1.067, -0.277, 2.029], [1.048, 0.533, -1.254], [1.437, 1.336, 0.167], [-1.311, 1.696, -1.288]]
}


no.,strongest force on any atom (eV/A)
1,3.68
2,0.89
3,7.18
4,0.66
5,1.90
6,1.54